C4H10O3 as an isolated structure in a non-equilibrium geometry, computed with ωB97M-V with the def2-TZVPD basis set.

XYZ file:
```
17
Properties=species:S:1:pos:R:3:lowdin_charge:R:1
H 2.28797 0.41298 -1.10080 0.083
O 1.97887 1.11607 -1.69758 -0.072
C 1.22655 1.93717 -0.84190 -0.214
H 0.11182 -0.67410 1.19959 0.100
C -1.41954 -2.23232 0.95124 -0.071
H -0.59004 -2.89456 0.68269 0.092
H -0.10471 1.75739 0.84612 0.144
C -0.64245 0.12495 -0.47296 0.116
C 0.37568 1.06570 0.12945 -0.453
H -1.82593 -2.56898 1.92120 0.094
H -0.15656 -0.45709 -1.26867 0.129
H 1.88838 2.57072 -0.21904 0.123
O -0.99817 -0.85428 1.00099 -0.180
H 0.63051 2.62245 -1.46268 0.122
H -2.21900 -2.31948 0.21449 0.084
H -1.68960 0.33170 -0.59232 0.106
O 1.14623 0.06169 0.71018 -0.206
```

- LUMO energy (eV) = 0.668
- energy above the lowest of the compared OMol25 structures with the same formula, charge and spin (kcal/mol) = 94.71
- orbital gap (eV) = 9.78
- total energy (eV) = -10449.13679


C21H34Br24NO4PS as an isolated structure in a non-equilibrium geometry, computed with ωB97M-V with the def2-TZVPD basis set.

XYZ file:
```
86
Properties=species:S:1:pos:R:3:lowdin_charge:R:1
C -7.38442 -4.44552 -0.25599 -1.639
H 0.23676 2.83491 -0.46444 0.001
H -3.43649 2.91165 -0.21806 0.077
C 0.17477 -1.48332 0.97900 -0.165
N 2.91887 0.16084 -0.54210 0.103
C 1.03335 -0.88673 -1.46754 -0.082
H -5.38023 5.57790 -6.82185 -0.032
H 3.44951 0.96422 -0.23631 0.105
Br -4.54090 6.58921 -4.72578 0.562
Br 3.36217 -1.52909 7.67431 0.564
Br -3.60026 3.95934 -6.25692 0.546
Br 1.57037 4.11073 -2.64782 0.596
Br -6.68178 -6.19817 0.13010 0.561
Br -1.50986 -3.39771 3.36911 0.637
C 3.18857 4.89505 -1.96545 -1.614
C 0.05498 1.75971 1.37579 -0.276
C 2.43394 -0.65184 0.45434 -0.459
H 1.42849 1.30120 -1.58038 0.060
C 0.08347 3.07297 0.58723 -0.082
C -1.25376 -1.28575 0.41917 -0.197
H -0.82458 3.65825 0.69732 0.081
H -2.16448 3.73030 -1.14671 0.063
Br 4.71747 1.81413 5.42460 0.557
Br -8.25536 -3.67626 1.28067 0.560
O -1.27029 1.24870 1.62067 -0.176
H 0.70825 1.03840 0.88086 0.086
Br 4.51824 -5.73535 1.28583 0.588
Br 1.44629 8.09260 -6.83537 0.580
Br 1.93725 0.52156 4.57340 0.604
C -0.10019 -4.42071 -0.69340 -0.513
C 4.56622 -2.72601 6.77397 -1.643
H 2.46310 0.23610 -2.58155 0.113
H 3.82835 -6.29685 3.59602 -0.028
H -3.59583 -4.05520 4.53170 -0.030
H -0.12257 -5.49422 -0.52138 0.056
H -2.11543 1.86827 -2.75129 0.115
Br 1.72152 -6.79008 2.39087 0.578
H 1.26365 -3.57885 -2.15648 0.075
O -1.51308 1.03569 -1.01272 -0.236
H 3.53055 5.61148 -2.69930 -0.047
H 0.17953 -2.46378 1.45525 0.029
C -3.35167 -3.20588 3.91080 -1.606
H 2.01982 -3.36442 0.81664 0.055
H 0.95417 3.65558 0.88915 0.024
H 3.00589 -2.79899 -0.51298 0.129
C 1.97205 -2.94644 -0.18871 -0.140
H 1.37557 -1.58244 -2.23697 0.105
O -3.41821 0.35376 0.59842 -0.272
O 2.86548 -0.65373 1.58675 0.029
H -1.36333 -1.66168 -0.59652 0.047
P -1.94747 0.40193 0.42174 0.553
H -0.42975 -3.94363 0.22557 0.037
H 3.97084 -3.32406 6.09844 -0.090
C 1.28854 -1.54930 -0.10850 -0.306
Br 5.84685 -1.76003 5.70450 0.550
C 0.36712 7.61888 -5.31179 -1.616
C 1.30759 -3.94871 -1.13509 -0.240
Br 4.58087 3.57706 -1.75513 0.594
Br 5.43526 -3.93757 7.99551 0.571
Br -3.60900 -1.62003 4.97103 0.591
H -3.78695 3.41159 -1.85293 0.079
Br -6.02230 -3.27768 -0.95774 0.553
H -0.75458 -4.57648 -3.02352 -0.139
H -1.94928 -1.83235 1.05601 0.033
H 1.95034 -4.83396 -1.17526 0.103
H -0.45677 8.31692 -5.27214 -0.027
C -4.38138 5.71395 -6.43456 -1.633
H 0.42885 -0.77690 1.76386 0.090
C -2.55449 1.68560 -1.76632 -0.261
H -3.40131 1.02092 -1.92116 0.113
C 3.58474 1.29968 3.95272 -1.607
Br 1.34228 7.80250 -3.65859 0.576
Br 3.26519 2.78857 2.77187 0.615
C 3.31817 -5.78743 2.79164 -1.610
C -2.99373 3.02973 -1.20789 -0.070
H 0.49011 1.94768 2.35500 0.052
C 1.96252 0.35466 -1.62150 -0.151
Br 2.88848 -4.01301 3.40342 0.629
Br -4.51202 -3.23759 2.37632 0.569
Br -3.42922 6.80345 -7.70763 0.557
H -8.13497 -4.56231 -1.02360 -0.033
H 0.00719 -0.66722 -1.74804 0.097
Br -0.38641 5.85676 -5.49528 0.527
S -1.38778 -4.06230 -1.95026 0.705
H 4.10657 0.53955 3.38711 -0.043
Br 2.86993 5.86757 -0.33379 0.584
```

- LUMO energy (eV) = -0.270
- orbital gap (eV) = 8.83
- total energy (eV) = -1733152.88178


A single C3H9N molecule in a non-equilibrium geometry, computed with ωB97M-V with the def2-TZVPD basis set.

XYZ file:
```
13
Properties=species:S:1:pos:R:3:lowdin_charge:R:1
H 0.86683 -1.13366 -1.21176 0.062
H -0.09370 0.77264 2.08763 0.049
H 0.17983 2.01264 0.04257 0.067
C 0.03617 -1.38301 -0.54116 -0.076
C -0.37149 -0.07295 0.17103 -0.454
H 0.67848 1.13267 -1.42309 0.071
H 1.15420 -0.00715 1.42627 0.048
C -0.07640 1.18257 -0.62445 -0.096
H -0.79975 -1.81054 -1.08488 0.072
N 0.16557 -0.12371 1.66738 -0.005
H -1.41861 -0.15020 0.54239 0.122
H -0.90135 1.58961 -1.22060 0.071
H 0.58023 -2.00891 0.16868 0.068
```

- LUMO energy (eV) = 1.132
- energy above the lowest of the compared OMol25 structures with the same formula, charge and spin (kcal/mol) = 20.98
- SMILES = CC(C)N
- orbital gap (eV) = 11.06
- total energy (eV) = -4746.19955


A single C16H16N4O7S molecule in a non-equilibrium geometry, computed with ωB97M-V with the def2-TZVPD basis set.

XYZ file:
```
44
Properties=species:S:1:pos:R:3:lowdin_charge:R:1
H -3.65437 2.39301 0.35244 0.133
H -0.16739 -0.84825 -0.22737 0.105
H -1.52683 3.67952 0.27292 0.138
N 1.61379 -2.18809 -0.43330 0.054
C -0.29237 -3.59522 -0.80736 -0.408
H -2.29365 -4.46587 0.62719 0.123
C 5.15185 0.48100 0.38903 -0.207
C -1.40723 3.23136 -1.83800 -0.184
C -1.12230 2.88949 -0.37534 -0.170
C -1.72539 -0.72991 1.20194 -0.264
H 4.07927 1.93245 1.62600 0.127
C -2.94241 -2.71949 1.69369 -0.044
S -1.37436 1.00780 1.44704 0.688
O 6.77403 1.92697 0.92283 0.090
C -3.17805 1.66232 -0.31588 -0.176
C 4.06938 1.03929 1.03615 0.060
H 1.55041 -3.84864 -1.62755 0.169
C 2.98386 0.19984 0.75883 0.036
H -1.01749 4.21935 -2.08585 0.131
O -0.70923 -4.59358 -1.35324 0.088
H -4.47476 2.19075 -1.97460 0.131
C -0.92598 -1.39990 0.29951 -0.006
H 3.47949 -2.57658 -1.28646 0.139
O -2.79341 3.28139 -2.08272 -0.124
N 1.01700 -3.22209 -1.01414 0.063
N -1.74896 1.61234 -0.07955 -0.236
C 3.48072 -0.81763 -0.04263 -0.220
C -1.11538 -2.76485 0.11094 -0.111
H -0.93987 2.47479 -2.48572 0.130
C -2.72589 -1.36620 1.91002 -0.041
H -3.59123 0.67243 -0.11463 0.124
H -3.01182 1.26215 -2.42802 0.130
H -3.31234 -0.79592 2.61342 0.117
C -2.14301 -3.41087 0.80126 0.005
H -3.72767 -3.23361 2.22598 0.111
H -0.05397 2.78274 -0.19015 0.120
H 1.97227 0.32711 1.09280 0.083
O -2.24550 1.54290 2.45305 -0.270
O 7.27309 0.23532 -0.32550 0.107
O 0.04254 1.16097 1.61917 -0.293
O 4.79641 -0.63920 -0.26364 0.132
N 6.49734 0.90690 0.32110 -0.355
C -3.41047 2.05544 -1.77741 -0.185
C 2.84984 -1.95173 -0.64626 -0.040
```

- LUMO energy (eV) = -0.999
- SMILES = O=C(N/N=C/c1ccc([N+](=O)[O-])o1)c1cccc(S(=O)(=O)N2CCOCC2)c1
- orbital gap (eV) = 7.90
- total energy (eV) = -47974.79106